Entry from the OMol25 dataset: a cluster of 4 separate species, C3H11NO4 in total at a distorted geometry (ωB97M-V with the def2-TZVPD basis set).

Calculated values
ΔE to the lowest compared entry with this formula, charge and spin: 206.5 kcal/mol
Kohn-Sham gap: 3.21 eV
highest occupied orbital energy: -8.55 eV
E_LUMO: -5.3 eV

Geometry as XYZ:
```
19
C3H11NO4 (ωB97M-V with the def2-TZVPD basis set)
C 1.6310 -1.7018 1.2299
C -1.6255 -0.0990 1.1062
O -2.0231 1.1909 1.3849
C 1.3075 -1.4301 -0.1283
N 2.3414 -0.9719 -1.0198
O 0.2360 -1.6015 -0.6981
H 2.6404 -1.5363 1.5565
H 0.9433 -2.3963 1.7148
H -0.5739 -0.2316 1.4917
H -2.3649 -0.8697 1.5709
H -1.7432 -0.3819 0.0403
H 3.1612 -0.4407 -0.7161
H 1.8352 -0.3315 -1.6405
H 0.1076 0.9370 -1.1469
H 0.3799 2.3756 -1.3594
O 0.8191 1.5149 -1.4670
H -2.2196 1.5965 0.4679
H -2.8237 2.2933 -1.4469
O -2.0285 2.0842 -0.9401
```

Listed below, in e, are the natural (NBO) charges computed for each atom: number 1, C, carries -0.07; number 2, C, carries -0.24; number 3, O, carries -0.64; number 4, C, carries 0.48; number 5, N, carries -0.81; number 6, O, carries -0.49; number 7, H, carries 0.21; number 8, H, carries 0.23; number 9, H, carries 0.16; number 10, H, carries 0.16; number 11, H, carries 0.23; number 12, H, carries 0.38; number 13, H, carries 0.43; number 14, H, carries 0.48; number 15, H, carries 0.50; number 16, O, carries -0.98; number 17, H, carries 0.50; number 18, H, carries 0.44; number 19, O, carries -0.99